(1)
The following is a quantum chemistry calculation of C11H25N5O7Pb as an isolated structure at a distorted geometry, from the Open Molecules 2025 dataset.

```
49
Properties=species:S:1:pos:R:3:forces:R:3:mulliken_charge:R:1
O -0.51742 0.61517 -5.17756 0.3 -0.5 -0.2 -0.535
H -1.09390 0.18943 -5.83562 0.5 0.2 0.4 0.307
Pb -0.49922 0.26074 -0.02570 -0.5 -2.0 -1.8 1.529
N -0.19320 1.83354 1.24226 3.8 4.4 0.5 0.252
N 0.95963 1.17348 -1.10279 3.8 4.3 0.0 0.370
N -1.52983 -0.80880 1.38301 -0.2 -1.4 -1.6 -0.125
N -0.63753 -1.43352 -1.10384 -1.6 -1.0 1.9 0.024
O -0.89116 2.11444 2.32446 0.0 -0.4 0.3 -0.812
O -1.97408 -0.46196 2.61240 -0.4 1.3 2.1 -0.588
O -0.10072 -1.71414 -2.30245 0.7 0.1 -2.4 -0.545
O 1.63699 0.59401 -2.01518 -0.7 0.7 -0.1 -0.675
C 1.44788 2.31516 -0.43135 -0.6 -2.5 -2.7 0.462
C 0.84757 2.66730 0.79104 -3.4 -2.0 1.7 0.307
C -1.75921 -2.10210 0.93103 1.5 -0.3 -2.6 0.326
C -1.22539 -2.44458 -0.36431 -0.8 1.2 2.3 0.610
C 1.19327 3.80955 1.65313 0.5 1.0 0.3 -1.680
H 1.46399 3.46831 2.66335 -0.3 0.0 -0.2 0.280
H 0.33824 4.49549 1.75968 0.1 -0.3 0.1 0.297
H 2.04091 4.41748 1.29442 -0.4 -0.5 -0.1 0.410
C 2.56080 3.01810 -1.10387 0.9 0.5 -0.1 -1.588
H 2.28387 3.27583 -2.13694 0.1 -0.3 0.2 0.297
H 3.45345 2.37801 -1.15693 -0.2 0.1 -0.1 0.263
H 2.87164 3.95760 -0.61946 -0.3 -0.4 0.0 0.419
C -2.48048 -3.06469 1.77027 -0.7 -1.4 0.4 -1.796
C -1.31013 -3.80712 -0.91484 -0.6 -1.3 -0.1 -1.793
H -3.16635 -2.63845 2.50958 0.3 0.3 -0.2 0.419
H -1.77995 -3.71500 2.32258 -0.2 0.1 0.0 0.270
H -3.10326 -3.72873 1.14245 0.3 0.2 0.3 0.397
H -0.55904 -4.06895 -1.66529 0.0 0.5 0.1 0.414
H -2.29816 -3.98497 -1.37557 0.3 -0.1 0.0 0.292
H -1.19290 -4.55392 -0.11016 -0.1 0.3 -0.3 0.409
H -1.66508 0.49157 2.70126 -0.5 -0.6 0.0 0.478
H 0.07651 -0.82443 -2.68744 0.4 -1.0 0.1 0.384
C -1.35692 1.01368 -4.11310 -1.0 0.4 -0.8 -0.513
H -0.89922 1.77590 -3.48271 0.5 -0.6 0.2 0.103
H -1.82308 0.16769 -3.60929 0.4 -0.1 0.6 0.267
H -2.18481 1.53281 -4.56931 -0.7 0.4 0.0 0.438
O -2.56258 1.36300 -0.14375 0.4 0.6 -0.1 -0.711
H -2.48100 0.43152 0.22750 -1.9 1.1 0.5 0.520
H -1.80478 1.88788 0.26904 -2.5 0.2 0.0 0.515
C 3.07482 -1.67392 1.66043 0.9 -0.5 0.7 -1.187
C 1.81575 -0.90225 1.71981 -1.1 0.4 -1.7 0.838
N 1.31848 -0.45519 2.87120 0.0 0.2 0.3 -0.175
O 1.25226 -0.69777 0.60385 3.2 -1.3 2.7 -0.474
H 3.49335 -1.80446 2.66810 0.1 -0.1 -0.3 0.409
H 3.81572 -1.14369 1.03222 -0.5 -0.3 0.2 0.276
H 2.88567 -2.67219 1.22213 0.0 0.6 0.1 0.267
H 0.45299 0.09864 2.93483 0.6 -0.4 -0.2 0.122
H 1.80564 -0.64548 3.73737 -0.1 0.0 -0.3 0.227
```
Positions in Å, forces in eV/Å.

For the gap between HOMO and LUMO (alpha / beta), the calculation gives 0.1812 / 0.1698 Eh. For the maximum force, the calculation gives 5.8 eV/Å. As for the multiplicity: 1. The energy above the lowest of the compared OMol25 structures with the same formula, charge and spin comes out at 206.4 kJ/mol.


(2)
The following is a quantum chemistry calculation of a 2-piece molecular cluster, CH6NO overall, from the Open Molecules 2025 dataset.

```
9
Properties=species:S:1:pos:R:3:forces:R:3:mulliken_charge:R:1
O 0.28673 2.35980 1.41389 -0.1 -0.1 0.0 -1.122
H 0.74739 1.76523 0.81000 0.1 0.0 0.0 0.131
C 0.25221 -0.92814 -0.58750 -0.3 0.8 0.5 -0.695
N -0.99157 -0.36486 -0.03232 -0.1 -0.6 -0.2 -0.671
H 1.07270 -0.80385 0.12274 0.2 -0.1 -0.1 0.264
H 0.52891 -0.36672 -1.47855 0.1 -0.2 -0.2 0.245
H 0.13547 -1.98489 -0.81255 0.0 -0.2 -0.2 0.250
H -0.87705 -0.23824 0.96555 0.0 0.3 -0.1 0.300
H -1.15478 0.56168 -0.40126 0.2 0.1 0.3 0.298
```
Positions in Å, forces in eV/Å.

For the gap between HOMO and LUMO, the calculation gives 0.2361 Eh. For the maximum force, the calculation gives 1.0 eV/Å. As for the multiplicity: 1. The energy above the lowest of the compared OMol25 structures with the same formula, charge and spin comes out at 36.1 kJ/mol. Its net charge is -1.


(3)
The following is a quantum chemistry calculation of C27H26AsN3O7PPtS as an isolated structure at a distorted geometry, from the Open Molecules 2025 dataset.

```
67
Properties=species:S:1:pos:R:3:forces:R:3:mulliken_charge:R:1
Pt 0.35855 -0.38397 -0.12544 0.6 -0.6 0.8 1.423
C 1.66335 -0.86287 4.12686 0.1 0.3 0.2 -0.828
C 0.85275 -1.13157 3.01526 0.0 0.2 -0.1 -0.465
N 0.49395 -0.19567 2.16436 0.2 0.0 -0.1 -0.500
C 0.91735 1.07313 2.36616 0.2 0.1 0.3 0.188
C 1.68675 1.45333 3.48976 -0.3 -0.3 -0.4 1.070
C 2.07155 0.42433 4.37486 -0.1 -0.1 -0.3 -0.776
C 2.00655 2.81843 3.66446 0.0 0.1 -0.2 -0.769
C 1.55355 3.75993 2.77126 0.1 0.0 0.3 -1.040
C 0.80065 3.39323 1.65636 -0.2 -0.3 -0.2 0.079
C 0.50595 2.05553 1.41306 0.1 0.3 0.3 0.257
N -0.10615 1.60853 0.27606 0.6 -0.5 0.2 0.284
C -1.16055 2.28943 -0.24794 -0.9 0.6 -0.6 0.124
C -2.11035 2.89913 0.59036 0.4 -0.1 0.0 -0.008
C -3.25075 3.48143 0.08216 -0.2 0.0 -0.1 -1.087
C -3.51385 3.45573 -1.28054 0.2 -0.1 0.0 -0.598
C -2.60005 2.86533 -2.14214 0.3 -0.3 0.1 0.031
C -2.87265 2.69543 -3.57484 -0.1 0.8 0.1 -0.396
C -1.73945 2.24383 -4.44604 0.3 0.8 -0.4 0.005
C -0.44725 2.13753 -3.75394 -0.1 0.2 0.2 -0.741
N -0.33185 2.08733 -2.48254 1.3 0.3 -0.5 -0.287
C -1.38725 2.33343 -1.65514 -0.9 0.5 0.6 0.106
H 1.94325 -1.66767 4.78726 0.0 -0.1 0.1 0.457
H 0.48725 -2.13037 2.82316 0.0 -0.1 -0.1 0.619
H 2.67935 0.67293 5.23116 0.1 -0.1 0.1 0.474
H 2.61545 3.10803 4.50586 0.0 0.1 0.1 0.459
H 1.78605 4.80283 2.92256 0.1 0.1 0.0 0.410
H 0.49315 4.13903 0.93946 0.0 0.1 -0.1 0.606
H -1.93495 2.88023 1.65446 -0.1 0.0 0.1 0.655
H -3.96345 3.92443 0.75696 -0.1 0.1 0.1 0.422
H -4.43195 3.86053 -1.67384 -0.2 0.1 0.0 0.481
H -3.67885 3.27943 -4.00784 0.0 -0.1 -0.1 0.557
H -1.73425 2.49353 -5.50244 0.0 -0.1 0.1 0.553
H 0.45925 2.15173 -4.34554 0.1 -0.1 -0.1 0.422
O -0.73715 -4.63157 -0.86334 -0.2 0.6 0.4 -0.687
As -0.34305 -3.03157 -1.55304 -0.3 -2.1 1.4 1.285
O 0.18315 -3.39077 -3.01734 0.1 0.2 -1.4 -0.761
O 0.78865 -2.45417 -0.44264 -0.4 0.9 0.4 -0.766
C -1.92535 -2.09077 -0.87614 0.4 -0.5 -0.1 -0.372
C -2.55515 -2.61207 0.24666 0.0 -0.1 -0.1 -0.631
C -3.61435 -1.92107 0.81296 0.0 -0.1 0.0 -0.920
C -4.06415 -0.73647 0.24956 0.1 0.1 -0.2 -0.683
C -3.43975 -0.20977 -0.87734 -0.2 0.1 0.2 -0.574
C -2.35685 -0.89207 -1.38304 0.1 0.6 -0.8 0.792
S -1.38835 -0.42117 -2.90614 -0.1 -1.7 1.4 1.000
O -1.81815 -1.39997 -3.86384 -0.4 0.0 -1.1 -0.545
O -2.76195 1.37563 -4.04204 -0.8 -0.6 -0.2 -0.351
O -0.00045 -0.63017 -2.42024 0.1 0.4 -0.4 -0.602
H -0.68425 -5.26727 -1.58214 0.1 -0.1 -0.2 0.304
H -2.21485 -3.56447 0.63056 -0.1 0.0 0.1 0.603
H -4.10415 -2.32687 1.68636 -0.1 0.0 0.0 0.449
H -4.91285 -0.22337 0.67386 -0.1 0.1 0.0 0.471
H -3.80865 0.69043 -1.34394 0.0 0.1 0.0 0.619
C 2.77135 -3.48847 1.18376 -0.1 0.4 -0.4 -1.206
P 3.25415 -2.02477 0.18426 1.5 -0.7 0.2 1.616
C 3.49945 -2.40517 -1.57704 -0.4 0.0 0.4 -1.095
C 4.94395 -1.76517 0.86026 -0.5 -0.2 -0.4 -1.293
O 2.57465 -0.69937 0.45076 -1.0 0.8 -0.2 -0.839
H 3.36445 -4.33197 0.83976 0.1 -0.1 0.0 0.443
H 1.72055 -3.73287 1.08386 0.0 0.0 -0.1 0.156
H 3.01755 -3.29507 2.22566 0.1 0.1 0.1 0.369
H 4.20285 -3.22687 -1.67804 0.1 -0.1 0.0 0.422
H 3.91655 -1.51337 -2.04434 0.0 0.0 0.0 0.320
H 2.56005 -2.66387 -2.06744 0.1 0.0 0.1 0.174
H 5.50215 -2.69697 0.83376 0.2 -0.1 0.0 0.407
H 4.84225 -1.43927 1.89276 0.0 0.0 0.1 0.341
H 5.47655 -0.99497 0.30946 0.0 0.0 -0.1 0.368
```
Positions in Å, forces in eV/Å.

For the gap between HOMO and LUMO (alpha / beta), the calculation gives 0.2652 / 0.2332 Eh. For the maximum force, the calculation gives 2.5 eV/Å. As for the multiplicity: 5. The energy above the lowest of the compared OMol25 structures with the same formula, charge and spin comes out at 390.5 kJ/mol. Its net charge is +1. Its expectation value of S² is 6.064.


Number 1: energy -1426.9694 hartree. Number 2: energy -171.6558 hartree. Number 3: energy -4829.7014 hartree.